9
Properties=species:S:1:pos:R:3:forces:R:3 method="wB97M-V/def2-TZVPD" total_charge=-1 e_tot_ha=-371.15374 e_homo_ev=-3.202 e_lumo_ev=4.8 orbital_gap_ev=7.96 relative_energy_kcal_mol=18.59
N 0.5816 1.7393 0.1173 0.3 2.6 1.0
N -1.1163 0.3321 -0.4308 -5.4 -1.3 -2.5
N -1.7438 -0.6152 0.1939 2.2 0.3 0.0
N 0.0294 0.7359 -0.3066 1.8 -0.3 0.5
O 1.0125 -1.3136 0.2045 2.2 -1.7 -1.1
O 1.8165 1.8844 -0.1889 0.1 -0.3 0.0
H -2.3715 -1.0093 -0.5212 -0.4 0.9 0.5
H 0.5078 -1.3386 0.9961 -0.7 0.6 0.8
H 1.2839 -0.4151 -0.0643 -0.2 -0.7 0.7